Model i:
Molecular formula: C3H6N2S
Method: DFT, ωB97M-V with the def2-TZVPD basis set

Last column: Mulliken charge in e.
Atoms and positions in Å:
H -1.64 1.01 0.27  0.32
N -0.92 1.87 0.11  -0.59
C 0.26 1.33 -0.30  0.01
N 0.85 0.04 -0.53  -0.15
S 2.55 0.08 -0.18  -0.13
C 0.00 -0.96 0.09  0.09
C -1.17 -1.18 -0.39  -0.86
H 0.97 2.12 -0.31  0.37
H 2.30 -0.39 1.26  0.17
H 0.16 -1.61 1.15  0.10
H -1.34 -0.42 -1.13  0.43
H -2.01 -1.88 -0.04  0.23

Values from the calculation:
HOMO energy	-9.44	eV
lowest unoccupied orbital energy	0.014	Ha
Kohn-Sham gap	9.82	eV

=====

Model ii:
Molecular formula: C3H6N2S
Method: DFT, ωB97M-V with the def2-TZVPD basis set

Last column: Mulliken charge in e.
Atoms and positions in Å:
H 1.57 1.99 0.88  0.23
N 1.10 1.14 1.04  -0.63
C 0.07 1.03 0.29  0.42
N -0.39 1.90 -0.68  -0.49
C -0.82 -0.14 0.18  -0.41
C -0.19 -1.17 1.02  -0.58
S 0.11 -1.42 -0.82  -0.13
H -0.48 1.48 -1.64  0.24
H 0.04 2.73 -0.95  0.24
H -1.83 -0.31 0.14  0.55
H -1.09 -1.81 1.47  0.23
H 0.70 -1.00 1.68  0.33

Values from the calculation:
HOMO energy	-8.87	eV
lowest unoccupied orbital energy	0.024	Ha
Kohn-Sham gap	9.53	eV

=====

model ii has the most favorable energy; the next structure is 0.0757 hartree above.

=====

Model i:
Molecular formula: C3H6N2S
Method: DFT, ωB97M-V with the def2-TZVPD basis set

Last column: Mulliken charge in e.
Atoms and positions in Å:
C 1.40 0.26 -1.90  -0.49
C 1.71 1.15 -1.15  -0.33
C -1.32 0.29 0.64  -0.85
N 0.29 -2.06 0.47  -0.49
N 0.71 -1.51 1.41  0.27
S -0.16 0.20 2.03  -0.15
H 1.59 -0.53 -2.62  0.33
H 1.47 -1.53 2.03  0.25
H 1.75 1.88 -0.47  0.50
H -1.44 1.11 -0.07  0.31
H -2.27 0.15 1.20  0.33
H -1.15 -0.74 0.20  0.32

Values from the calculation:
HOMO energy	-8.65	eV
lowest unoccupied orbital energy	0.015	Ha
Kohn-Sham gap	9.05	eV

=====

Model ii:
Molecular formula: C3H6N2S
Method: DFT, ωB97M-V with the def2-TZVPD basis set

Last column: Mulliken charge in e.
Atoms and positions in Å:
C -2.03 -1.60 0.48  -0.85
C -1.91 -0.28 0.40  -0.05
N -0.74 0.49 0.31  -0.15
C 0.48 0.16 -0.18  0.31
N 0.59 -1.03 -0.81  -0.41
S 1.78 1.21 -0.02  -0.41
H -1.20 -2.28 0.53  0.41
H -3.05 -2.04 0.51  0.22
H -2.79 0.36 0.42  0.30
H -0.78 1.41 0.65  0.17
H -0.24 -1.50 -1.19  0.23
H 1.46 -1.18 -1.29  0.22

Values from the calculation:
HOMO energy	-8.34	eV
lowest unoccupied orbital energy	0.029	Ha
Kohn-Sham gap	9.12	eV

=====

Model iii:
Molecular formula: C3H6N2S
Method: DFT, ωB97M-V with the def2-TZVPD basis set

Last column: Mulliken charge in e.
Atoms and positions in Å:
H -2.07 -2.25 0.20  0.27
N -2.00 -1.17 -0.07  -0.58
C -0.78 -0.93 -0.12  -0.02
N -0.45 0.44 -0.15  0.04
C -1.58 1.34 0.21  -0.71
C 0.78 0.76 -0.25  0.09
S 2.07 -0.27 0.10  -0.39
H 0.11 -1.69 0.21  0.22
H -2.55 1.49 -0.46  0.22
H -1.97 0.87 1.21  0.28
H -0.93 2.16 0.23  0.32
H 0.93 1.82 -0.54  0.24

Values from the calculation:
HOMO energy	-8.41	eV
lowest unoccupied orbital energy	0.007	Ha
Kohn-Sham gap	8.60	eV

=====

model ii has the most favorable energy; the next structure is 0.0811 hartree above.

=====

Model i:
Molecular formula: C3H6N2S
Method: DFT, ωB97M-V with the def2-TZVPD basis set

Last column: Mulliken charge in e.
Atoms and positions in Å:
C -2.06 -1.16 -0.13  -0.81
N -1.67 0.23 -0.18  -0.54
C -0.51 0.57 0.15  0.72
N -0.12 1.96 0.10  -0.57
C 0.55 -0.38 0.62  -0.44
S 1.93 -0.52 -0.22  -0.17
H -3.14 -1.23 -0.47  0.27
H -2.04 -1.60 0.87  0.30
H -1.43 -1.84 -0.73  0.31
H -0.84 2.40 -0.56  0.32
H 0.81 2.05 -0.30  0.28
H 0.43 -1.01 1.48  0.34

Values from the calculation:
HOMO energy	-9.12	eV
lowest unoccupied orbital energy	-0.033	Ha
Kohn-Sham gap	8.22	eV

=====

Model ii:
Molecular formula: C3H6N2S
Method: DFT, ωB97M-V with the def2-TZVPD basis set

Last column: Mulliken charge in e.
Atoms and positions in Å:
H 1.53 0.43 -1.47  0.21
N 0.85 -0.28 -1.19  -0.62
C 0.14 0.12 -0.23  0.76
C -0.82 -0.84 0.41  -0.29
C -1.02 -2.06 -0.06  -0.71
N 0.17 1.37 0.35  -0.32
S 1.03 2.71 -0.26  -0.20
H -1.43 -0.47 1.23  0.17
H -1.72 -2.74 0.37  0.28
H -0.34 -2.45 -0.83  0.30
H -0.48 1.56 1.11  0.25
H 2.08 2.65 0.59  0.15

Values from the calculation:
HOMO energy	-9.27	eV
lowest unoccupied orbital energy	0.026	Ha
Kohn-Sham gap	9.98	eV

=====

model ii has the most favorable energy; the next structure is 0.0039 hartree above.